Formula: C5H12S
Source: the OMol25 dataset
Level of theory: ωB97M-V/def2-TZVPD

```
18
Properties=species:S:1:pos:R:3:forces:R:3
C -2.98697 -0.51576 0.29733 2.0 1.0 2.2
H 2.05049 1.63950 -1.59397 -0.4 -0.6 0.0
C 0.13739 -1.22459 0.60333 -3.0 1.6 -3.4
H -1.49490 0.02833 -1.24102 0.2 -0.1 -0.8
H 0.90409 -0.56294 -1.56948 0.7 -0.3 1.4
C 2.70032 -0.61559 0.63694 0.5 -0.8 0.1
H -3.39955 -1.25517 -0.26858 -1.3 -1.6 -2.3
H 1.98581 2.15069 0.04480 -0.3 -0.4 0.4
H 3.60968 -0.41880 0.08282 0.2 0.1 0.4
H 0.06516 -1.01588 1.63215 0.0 0.7 1.4
H -3.61467 0.37581 0.38865 -0.3 -0.4 0.1
C -1.62571 -0.05198 -0.18917 2.8 -0.4 3.0
S 1.33022 -0.29328 -0.18680 -1.2 0.5 -0.8
H -2.90206 -1.08508 1.25153 0.0 1.1 -0.1
H -1.23276 0.86236 0.35260 -0.9 -0.9 -0.8
H 2.58926 -1.52227 1.29906 0.3 1.0 -1.2
C 1.44447 1.53574 -0.68084 0.2 0.3 0.2
H 0.43973 1.96890 -0.85932 0.5 -0.6 0.1
```
Positions in Å, forces in eV/Å.

Results
- relative energy (zero: lowest compared OMol25 entry of this formula, charge and spin) (kcal/mol) = 196.6
- E_tot (eV) = -16206.2489
- orbital gap (eV) = 8.14
- lowest unoccupied orbital energy (eV) = 0.58
- net charge = 0
- maximum force (eV Å⁻¹) = 4.82

The computed Mulliken charges, all in e, follow: -1.079, 0.385, -0.745, 0.336, 0.164, -1.001, 0.380, 0.370, 0.295, 0.325, 0.300, -0.478, 0.675, 0.257, 0.258, 0.288, -1.053, 0.323



Formula: C4H16AlN8O4
Source: the OMol25 dataset
Level of theory: ωB97M-V/def2-TZVPD

```
33
Properties=species:S:1:pos:R:3:forces:R:3
H -2.47439 0.64584 -0.33818 -0.4 -0.3 0.6
H 1.95146 -4.58537 -3.20752 -0.6 0.0 -1.1
N 3.12302 -3.83486 -1.52469 1.7 -0.8 3.1
N -2.20840 3.69018 -0.20069 -0.2 3.2 0.5
N -1.05712 -1.33685 1.52591 -0.5 2.6 3.7
N 1.87746 -3.57838 -3.23202 -1.6 -1.0 -1.7
C 2.38003 -2.97931 -2.17100 0.4 -1.2 -2.0
O -0.99519 2.27952 -1.32976 1.1 -0.9 -1.5
H -1.54977 -2.10803 1.95331 0.2 0.0 -0.2
H -1.22257 2.71696 2.66449 0.5 0.3 0.4
O 1.11383 1.79340 0.85502 0.6 -2.2 -1.9
Al 1.64136 1.02442 -1.97631 -0.4 -0.5 0.5
O 0.40039 -0.58000 0.02774 2.5 2.3 -2.0
O 2.24079 -1.79394 -2.02902 -0.3 3.9 1.7
H -0.71527 -0.63049 2.16177 -0.2 -0.4 0.3
H -3.10639 1.81604 0.87110 -0.6 -0.9 -0.2
H -1.13428 1.25163 1.88313 0.3 0.0 -0.3
H -1.79670 -2.78260 -0.01388 0.2 -0.1 0.0
H 2.21281 3.31324 2.22517 0.2 0.8 0.3
N -0.60589 2.01056 2.28927 -1.8 -1.5 0.4
H 1.34393 -3.04738 -3.90544 0.0 -0.4 -0.2
N 1.22470 3.27612 2.43098 1.4 0.5 0.9
C -0.39248 -1.39639 0.39665 -2.6 -2.4 1.5
N -2.44593 1.52020 0.16658 -1.2 -2.5 1.3
H -1.74182 4.36756 -0.78683 -0.2 0.6 0.4
H 3.06720 -4.82639 -1.70871 0.2 0.1 0.2
N -0.85246 -2.47800 -0.20293 0.6 -2.0 -3.5
C 0.63734 2.25634 1.87646 -1.3 2.1 0.0
H 3.59982 -3.56168 -0.67727 0.1 -0.1 -0.1
C -1.90005 2.48281 -0.50162 1.9 0.4 -0.9
H -0.46202 -2.76412 -1.08938 -0.2 0.0 0.0
H 0.74184 3.88439 3.07669 0.4 0.2 0.2
H -2.89529 3.95455 0.49098 -0.2 0.3 -0.5
```
Positions in Å, forces in eV/Å.

Results
- relative energy (zero: lowest compared OMol25 entry of this formula, charge and spin) (kcal/mol) = 97.6
- E_tot (eV) = -31083.3880
- orbital gap (eV) = 2.47
- lowest unoccupied orbital energy (eV) = -16.35
- net charge = +3
- maximum force (eV Å⁻¹) = 4.56

The computed Mulliken charges, all in e, follow: 0.215, 0.207, -0.352, -0.329, -0.369, -0.292, 0.650, -0.528, 0.244, 0.285, -0.323, 1.242, -0.376, -0.509, 0.208, 0.235, 0.129, 0.249, 0.279, -0.251, 0.231, -0.325, 0.612, -0.409, 0.275, 0.198, -0.407, 0.644, 0.243, 0.712, 0.170, 0.232, 0.213



Formula: C3H11N4O
Source: the OMol25 dataset
Level of theory: ωB97M-V/def2-TZVPD

```
19
Properties=species:S:1:pos:R:3:forces:R:3
H 1.04416 -2.42288 1.08582 -0.7 -0.2 -0.9
N 0.55250 2.83866 -0.36121 -1.0 0.5 0.6
C -0.47672 0.43497 -0.13987 -2.2 -0.2 2.3
H -1.46155 -2.71921 0.49149 0.3 0.2 0.6
H -0.61407 -0.74313 1.55120 0.0 -0.2 -1.3
N 0.25007 0.40219 -1.16604 2.3 0.0 -2.9
H 1.31576 1.31861 0.57917 1.0 1.1 -0.1
N -0.35222 -0.89412 0.53966 -0.4 0.8 2.4
H -0.36103 3.41199 -0.49997 2.4 -1.1 0.4
H -2.36511 -1.24800 -0.08510 2.4 -1.2 -0.1
H 1.68676 -0.92833 1.20940 -0.2 1.0 0.2
O 0.26312 1.37696 -1.95255 -0.8 0.4 -0.5
C 0.99329 -1.45741 0.57155 2.2 -0.3 -0.3
C -1.30290 -1.79780 -0.06673 -4.5 -0.4 0.0
H 1.42602 -1.36374 -0.44156 -0.4 -0.8 0.6
H -1.41325 0.97122 0.09926 0.4 -0.5 -0.3
N 0.57530 2.02407 0.62781 -1.1 0.1 -0.2
H -1.10674 -2.17506 -1.05859 0.8 0.8 -0.4
H 1.34660 2.97103 -0.98375 -0.4 0.0 -0.1
```
Positions in Å, forces in eV/Å.

Results
- relative energy (zero: lowest compared OMol25 entry of this formula, charge and spin) (kcal/mol) = 192.3
- E_tot (eV) = -11284.6642
- orbital gap (eV) = 8.57
- lowest unoccupied orbital energy (eV) = -4.02
- net charge = +1
- maximum force (eV Å⁻¹) = 4.57

The computed Mulliken charges, all in e, follow: 0.376, -0.082, -0.327, 0.387, 0.373, 0.002, 0.313, 0.057, 0.325, 0.315, 0.355, -0.546, -0.930, -0.807, 0.426, 0.417, -0.345, 0.377, 0.313



Formula: C15H34IO10P
Source: the OMol25 dataset
Level of theory: ωB97M-V/def2-TZVPD

```
61
Properties=species:S:1:pos:R:3:forces:R:3
O -3.81050 -1.51946 2.35466 0.0 -0.1 0.2
H 3.95717 2.08622 -5.49112 -0.1 0.0 0.0
H 0.30173 4.93688 -5.01773 0.0 0.0 0.0
H 5.11112 -0.58576 -5.48219 0.0 0.0 0.0
O -6.14143 -2.11346 5.31910 0.0 0.0 -0.2
H 2.95804 4.61080 -4.08985 0.0 -0.1 0.0
H 4.65096 -0.27104 2.87760 0.0 0.2 -0.1
C -4.67449 -2.29196 1.54566 0.0 0.1 -0.1
C -7.50156 -2.04953 5.67690 0.0 0.0 0.1
H -8.04501 -2.94113 5.34586 0.0 0.0 0.0
H 4.20388 -0.46400 -3.50692 0.0 0.0 0.0
H 4.61126 1.50762 2.98381 0.1 -0.1 -0.1
H -4.10793 -3.03934 0.97849 0.0 0.0 0.1
H 3.96826 -1.88723 -5.88894 0.0 0.0 0.0
H 3.20816 4.42769 -5.83524 0.0 0.1 0.0
O 3.58684 -0.66774 0.73429 -0.3 0.0 -0.3
H 6.10971 0.68118 2.50371 -0.2 0.0 0.0
P 4.52155 0.70508 0.66903 0.0 -0.3 0.1
H -0.24608 3.39961 -4.31999 0.0 0.0 0.0
H 4.94478 3.31904 -4.69049 0.0 -0.1 0.0
O 3.89615 2.19802 -3.40841 0.0 0.0 0.1
C -2.44132 -1.62240 2.03310 0.0 0.0 0.0
O 0.72575 0.95367 0.62401 -0.4 -0.3 -0.9
H -4.09643 -4.65887 4.67618 0.1 0.1 0.0
H -7.63465 -1.94282 6.75951 0.0 0.0 0.0
C 2.90186 1.20836 -3.20517 -0.1 0.0 0.7
C -5.73970 -2.98791 2.36460 0.0 0.0 -0.1
H -4.93084 -3.34860 6.44154 -0.1 0.0 0.0
H -2.17698 -1.01044 1.16361 0.0 0.0 0.0
H -5.18430 -1.63919 0.82343 0.0 0.0 0.0
H 2.58581 2.03504 -0.13081 0.2 0.0 0.1
C 3.97264 2.81906 -4.68288 0.0 0.1 0.0
H 2.88472 1.05454 -2.10180 0.0 0.1 -0.6
C 3.21256 2.02300 0.76829 -0.1 0.3 0.0
C 1.13429 1.36161 1.65100 0.3 0.1 0.7
O 3.10493 -0.11144 -5.22843 0.1 0.2 0.0
C -4.59994 -3.73388 4.38162 0.0 0.0 0.1
H 2.47467 -0.85611 -3.41424 0.0 0.0 0.0
H 1.91108 1.55902 -3.49978 0.1 0.0 -0.1
H -7.92915 -1.17582 5.18639 0.0 0.0 0.0
H -6.28626 -4.15658 5.63226 0.0 0.0 -0.1
H 0.91225 4.41186 -3.43204 0.0 0.0 0.0
H 3.18862 -0.86974 -0.12475 0.2 0.0 0.2
C -5.52880 -3.37207 5.51970 0.0 0.0 0.2
I 0.00070 1.34526 3.43321 -0.1 0.0 0.2
H 4.06054 3.65651 0.12486 -0.1 -0.1 0.2
O 2.32746 1.87989 1.89995 0.2 0.1 0.0
H 4.11070 -0.46861 -6.94616 0.0 0.0 0.0
H -3.84293 -2.95977 4.24463 -0.1 0.1 0.0
O 1.63776 3.34070 -5.05658 0.0 -0.2 0.2
O -5.25854 -4.05309 3.16794 0.0 0.0 0.0
O 3.87183 3.25034 0.98262 -0.1 -0.1 -0.2
C 4.12636 -0.80322 -5.90988 0.0 -0.1 0.0
C 3.20397 -0.14012 -3.81932 0.0 -0.1 0.1
H -6.42006 -3.46339 1.65281 0.0 0.0 0.0
H -6.30642 -2.26055 2.94902 0.1 0.0 0.1
C 0.60802 4.06700 -4.42633 0.0 0.1 -0.1
H -1.87743 -1.26079 2.89151 0.0 0.0 0.0
H -2.15574 -2.66127 1.83423 0.0 0.0 0.0
C 2.93133 3.89119 -4.91694 0.0 0.1 -0.1
C 5.01906 0.65814 2.43088 0.2 0.1 0.1
```
Positions in Å, forces in eV/Å.

Results
- relative energy (zero: lowest compared OMol25 entry of this formula, charge and spin) (kcal/mol) = 0.0
- SMILES = CP(O)[C@H](O)OC(=O)I.COCCOCCOC.COCCOCCOC
- E_tot (eV) = -53967.1522
- orbital gap (eV) = 9.41
- lowest unoccupied orbital energy (eV) = 0.41
- net charge = 0
- maximum force (eV Å⁻¹) = 1.04

The computed Mulliken charges, all in e, follow: -0.310, 0.169, 0.318, 0.340, -0.308, 0.333, 0.252, -0.562, -0.760, 0.344, 0.379, 0.293, 0.339, 0.325, 0.385, -0.535, 0.350, 0.312, 0.236, 0.359, -0.383, -0.637, -0.454, 0.361, 0.316, 0.534, -0.308, 0.357, 0.382, 0.365, 0.431, -0.324, -0.333, 0.133, 0.424, -0.325, -0.246, 0.349, 0.190, 0.240, 0.339, 0.320, 0.320, -0.564, 0.024, 0.326, -0.268, 0.239, 0.124, -0.319, -0.405, -0.558, -0.745, -0.786, 0.367, 0.165, -0.733, 0.061, 0.327, -0.573, -0.990



Formula: CH5OP
Source: the OMol25 dataset
Level of theory: ωB97M-V/def2-TZVPD

```
8
Properties=species:S:1:pos:R:3:forces:R:3
H -1.11545 -0.58221 -1.45503 0.6 0.2 -0.4
H 0.54116 1.18377 0.85674 -0.2 1.5 0.8
H 1.48267 -0.20315 0.56240 0.9 0.0 -0.1
H -0.59994 -1.75524 0.23454 0.9 -0.1 0.0
P -0.68791 -0.40107 -0.12926 -2.6 0.9 1.0
H 1.31134 0.98886 -0.84196 -0.6 -0.4 1.3
C 0.85912 0.54196 0.09204 0.1 -1.8 -2.1
O -1.79099 0.22709 0.68054 0.8 -0.3 -0.5
```
Positions in Å, forces in eV/Å.

Results
- relative energy (zero: lowest compared OMol25 entry of this formula, charge and spin) (kcal/mol) = 3.5
- SMILES = C[PH2]=O
- E_tot (eV) = -12453.9882
- orbital gap (eV) = 10.99
- lowest unoccupied orbital energy (eV) = 0.96
- net charge = 0
- maximum force (eV Å⁻¹) = 2.89

The computed Mulliken charges, all in e, follow: 0.060, 0.267, 0.291, 0.059, 0.416, 0.320, -0.783, -0.630



Formula: C4H6
Source: the OMol25 dataset
Level of theory: ωB97M-V/def2-TZVPD

```
10
Properties=species:S:1:pos:R:3:forces:R:3
C -0.67193 0.41166 -0.10821 1.8 0.4 -1.0
H 0.46618 -1.43369 -0.26293 0.2 1.0 -0.4
C 1.86976 0.08225 0.06516 0.7 0.9 0.1
H 2.17722 1.16015 0.45219 -0.9 -2.2 -1.2
H -2.70517 0.58062 0.03590 0.0 -0.4 -0.2
H -0.45315 1.45958 -0.38319 -1.0 -0.3 0.4
C 0.59128 -0.32211 -0.18124 1.6 -1.8 1.3
C -1.87201 -0.12758 0.02367 -1.7 -0.7 1.7
H -2.17920 -1.17974 0.43965 1.2 1.9 -1.3
H 2.77703 -0.63115 -0.08099 -1.9 1.2 0.5
```
Positions in Å, forces in eV/Å.

Results
- relative energy (zero: lowest compared OMol25 entry of this formula, charge and spin) (kcal/mol) = 20.0
- SMILES = C=CC=C
- E_tot (eV) = -4243.0945
- orbital gap (eV) = 9.85
- lowest unoccupied orbital energy (eV) = 0.85
- net charge = 0
- maximum force (eV Å⁻¹) = 2.79

The computed Mulliken charges, all in e, follow: 0.007, 0.240, -0.601, 0.202, 0.267, 0.267, -0.113, -0.711, 0.224, 0.218